DFT (ωB97M-V/def2-TZVPD) results for the molecule C6H13N3.

Output
LUMO = 0.0301 hartree
strongest force on any atom = 2.8 eV/A
net charge = 0
ΔE to the lowest compared entry with this formula, charge and spin = 2.4702 eV
HOMO-LUMO gap = 9.8 eV

Geometry (Å):
N -1.027 -2.469 1.255
N -1.929 1.071 1.012
N -0.245 -0.862 -0.580
C 1.818 0.404 0.114
C -0.508 0.917 1.125
C 0.052 1.331 -1.417
C 0.433 -2.135 -0.824
C 0.335 0.400 -0.245
C -0.375 -1.879 0.366
H 0.011 -2.710 -1.640
H 1.510 -2.223 -0.722
H -2.169 1.736 0.285
H 0.391 2.341 -1.194
H 2.423 0.106 -0.742
H -0.070 1.898 1.319
H 2.022 -0.268 0.946
H 0.577 0.981 -2.306
H -2.356 0.184 0.759
H -1.014 1.350 -1.639
H -1.747 -1.902 1.700
H -0.264 0.329 2.012
H 2.132 1.400 0.418

Atom-resolved charges from Löwdin, all expressed in e: atom 1 (N): 0.163, atom 2 (N): 0.009, atom 3 (N): 0.016, atom 4 (C): -0.046, atom 5 (C): -0.210, atom 6 (C): -0.046, atom 7 (C): -0.042, atom 8 (C): -0.524, atom 9 (C): -0.400, atom 10 (H): 0.105, atom 11 (H): 0.102, atom 12 (H): 0.064, atom 13 (H): 0.082, atom 14 (H): 0.083, atom 15 (H): 0.104, atom 16 (H): 0.085, atom 17 (H): 0.085, atom 18 (H): 0.061, atom 19 (H): 0.073, atom 20 (H): 0.045, atom 21 (H): 0.105, atom 22 (H): 0.084